Arrangement a

Molecular formula: C6H12O2
Method: DFT, wB97M-V/def2-TZVPD

Values from the calculation:
Structure (SMILES): CC=O.C#C.CCO
Gap between HOMO and LUMO: 10.565 eV
Spin multiplicity: 1
Charge: 0
HOMO: -9.9 eV

Each line ends with the natural charge from an NBO analysis.
Geometry (Å):
1 C 0.002 0.435 -2.728  -0.7239
2 C -0.973 0.332 -1.593  0.4958
3 O -1.147 -0.724 -0.964  -0.6258
4 H 0.854 -0.225 -2.570  0.2362
5 H -0.514 0.140 -3.646  0.2432
6 H 0.351 1.458 -2.833  0.2419
7 H -1.744 1.112 -1.557  0.1502
8 C 0.488 1.578 -0.071  -0.3824
9 C 0.198 2.733 0.140  -0.2741
10 H 0.884 0.378 0.192  0.3522
11 H -0.007 3.763 0.271  0.2254
12 C -0.458 -0.974 2.317  -0.6448
13 C 0.807 -1.516 1.666  -0.0567
14 O 0.994 -1.010 0.338  -0.7529
15 H -0.421 0.114 2.371  0.2206
16 H -1.333 -1.243 1.726  0.2175
17 H -0.560 -1.381 3.323  0.2134
18 H 1.697 -1.224 2.230  0.1812
19 H 0.775 -2.609 1.609  0.1719
20 H 0.105 -1.135 -0.222  0.5112

Arrangement b

Molecular formula: C6H12O2
Method: DFT, wB97M-V/def2-TZVPD

Values from the calculation:
Structure (SMILES): CC(C)[C@@](C)(O)C=O
Gap between HOMO and LUMO: 9.142 eV
Spin multiplicity: 1
Charge: 0
HOMO: -8.4 eV

Each line ends with the natural charge from an NBO analysis.
Geometry (Å):
1 C -1.731 -0.775 0.704  -0.6224
2 C -0.060 -0.110 0.857  -0.2278
3 C 0.872 -1.289 1.010  -0.6453
4 C -0.010 0.736 -0.335  0.2480
5 C -0.026 0.120 -1.714  -0.6704
6 O -0.823 1.866 -0.231  -0.7189
7 C 1.697 1.427 -0.051  0.3953
8 O 2.607 1.168 -0.816  -0.5409
9 H -1.715 -1.629 0.026  0.1963
10 H -1.970 -1.113 1.714  0.2071
11 H -2.474 -0.046 0.382  0.2044
12 H -0.122 0.490 1.766  0.2231
13 H 0.481 -2.242 0.643  0.2164
14 H 1.843 -1.228 0.516  0.2279
15 H 1.121 -1.461 2.061  0.2225
16 H -1.041 0.072 -2.119  0.2105
17 H 0.415 -0.876 -1.749  0.2334
18 H 0.573 0.746 -2.385  0.2399
19 H -1.449 1.885 -0.970  0.4784
20 H 1.811 2.258 0.689  0.1226

Arrangement c

Molecular formula: C6H12O2
Method: DFT, wB97M-V/def2-TZVPD

Values from the calculation:
Gap between HOMO and LUMO (alpha / beta): 8.479 / 8.478 eV
Spin multiplicity: 1
Charge: 0
HOMO (alpha / beta): -7.8 / -7.8 eV

Each line ends with the natural charge from an NBO analysis.
Geometry (Å):
1 C -0.360 -0.142 -0.159  0.0247
2 C 1.621 0.411 -0.468  -0.0621
3 C -1.123 0.818 -1.036  -0.6353
4 C -0.394 -1.596 -0.563  -0.6379
5 C -0.052 0.195 1.142  0.3659
6 C 0.542 0.650 2.211  -0.4891
7 O -1.872 -0.408 1.497  -0.9668
8 O 1.792 0.205 -1.833  -0.7083
9 H -2.360 0.378 1.780  0.4396
10 H 1.854 -0.742 -2.011  0.4722
11 H 1.707 1.476 -0.270  0.1772
12 H 2.289 -0.198 0.142  0.1621
13 H -2.147 0.459 -1.149  0.2367
14 H -0.654 0.862 -2.024  0.2288
15 H -1.148 1.823 -0.616  0.2204
16 H -1.416 -1.957 -0.442  0.2576
17 H 0.254 -2.205 0.067  0.2218
18 H -0.108 -1.704 -1.614  0.2012
19 H 0.010 0.663 3.153  0.2613
20 H 1.565 1.011 2.193  0.2299

Arrangement d

Molecular formula: C6H12O2
Method: DFT, wB97M-V/def2-TZVPD

Values from the calculation:
Structure (SMILES): CC/C=C/C=C/O.O
Gap between HOMO and LUMO: 9.067 eV
Spin multiplicity: 1
Charge: 0
HOMO: -8.2 eV

Each line ends with the natural charge from an NBO analysis.
Geometry (Å):
1 C -1.338 0.524 -2.616  -0.5951
2 C -0.166 1.358 -2.108  -0.4336
3 C 0.085 1.166 -0.632  -0.1884
4 C 0.767 0.129 -0.144  -0.2084
5 C 0.960 -0.224 1.270  -0.3603
6 C 1.982 -0.966 1.658  0.1862
7 O 2.227 -1.373 2.939  -0.6719
8 H -2.242 0.695 -2.034  0.2041
9 H -1.107 -0.536 -2.584  0.2025
10 H -1.491 0.699 -3.687  0.2071
11 H -0.332 2.413 -2.305  0.2064
12 H 0.724 1.029 -2.642  0.2051
13 H -0.187 1.975 0.044  0.1943
14 H 1.146 -0.617 -0.841  0.1918
15 H 0.250 0.187 1.987  0.1958
16 H 2.765 -1.342 1.009  0.1823
17 H 1.641 -0.894 3.549  0.4804
18 O -1.822 -1.387 2.775  -0.9362
19 H -1.588 -0.756 2.080  0.4680
20 H -2.273 -2.081 2.284  0.4698

Short version: arrangement d is the most stable of them.

Arrangement a

Molecular formula: C6H12O2
Method: DFT, wB97M-V/def2-TZVPD

Values from the calculation:
Structure (SMILES): CC(C)=C/C=C/O.O
Gap between HOMO and LUMO: 9.157 eV
Spin multiplicity: 1
Charge: 0
HOMO: -8.4 eV

Each line ends with the natural charge from an NBO analysis.
Geometry (Å):
1 C -0.803 -2.719 -0.383  -0.6522
2 C 0.171 -1.613 -0.440  0.0255
3 C 1.530 -1.893 -1.015  -0.6382
4 C -0.143 -0.371 -0.040  -0.2308
5 C 0.787 0.768 0.170  -0.2909
6 C 0.528 1.550 1.217  0.1340
7 O 1.355 2.644 1.514  -0.7331
8 H -1.543 -2.669 0.428  0.2234
9 H -1.376 -2.961 -1.282  0.2227
10 H -0.318 -3.690 -0.120  0.2157
11 H 2.134 -1.000 -1.089  0.2128
12 H 1.382 -2.290 -2.029  0.2184
13 H 2.058 -2.691 -0.465  0.2139
14 H -1.187 -0.123 0.021  0.2030
15 H 1.745 0.903 -0.294  0.2153
16 H -0.265 1.537 1.954  0.1789
17 H 2.232 2.369 1.844  0.4815
18 O -2.737 4.444 -0.220  -0.9236
19 H -2.075 3.774 -0.004  0.4646
20 H -3.474 4.030 0.230  0.4592

Arrangement b

Molecular formula: C6H12O2
Method: DFT, wB97M-V/def2-TZVPD

Values from the calculation:
Structure (SMILES): C/C=C/C=C(/C)O.O
Gap between HOMO and LUMO: 8.527 eV
Spin multiplicity: 1
Charge: 0
HOMO: -7.9 eV

Each line ends with the natural charge from an NBO analysis.
Geometry (Å):
1 C -2.907 -0.501 -1.241  -0.6530
2 C -1.875 0.176 -0.373  -0.1804
3 C -0.567 0.083 -0.588  -0.2299
4 C 0.473 0.591 0.284  -0.3420
5 C 1.761 0.716 -0.056  0.3426
6 C 2.802 1.320 0.841  -0.6711
7 O 2.171 0.284 -1.283  -0.6758
8 H -2.810 -0.244 -2.295  0.2161
9 H -2.813 -1.587 -1.171  0.2257
10 H -3.919 -0.244 -0.908  0.2132
11 H -2.280 0.742 0.469  0.1871
12 H -0.304 -0.505 -1.465  0.2110
13 H 0.203 0.998 1.252  0.2061
14 H 2.820 2.405 0.761  0.2305
15 H 3.802 0.948 0.589  0.2056
16 H 2.618 1.024 1.866  0.2354
17 H 3.133 0.402 -1.366  0.4796
18 O -1.081 -2.413 1.612  -0.9477
19 H -0.182 -2.740 1.559  0.4688
20 H -1.047 -1.457 1.515  0.4783

Short version: arrangement b is the most stable of them.

Arrangement a

Molecular formula: C6H12O2
Method: DFT, wB97M-V/def2-TZVPD

Values from the calculation:
Structure (SMILES): CCC(C)=O.CC=O
Gap between HOMO and LUMO: 10.383 eV
Spin multiplicity: 1
Charge: 0
HOMO: -9.7 eV

Each line ends with the natural charge from an NBO analysis.
Geometry (Å):
1 C -0.660 0.200 2.247  -0.5993
2 C -1.173 0.325 0.825  -0.5030
3 C -1.832 -0.958 0.365  0.5968
4 C -1.296 -1.629 -0.872  -0.7240
5 O -2.799 -1.428 0.966  -0.5494
6 H -1.435 -0.175 2.923  0.2299
7 H -0.324 1.173 2.618  0.2107
8 H 0.186 -0.493 2.294  0.2020
9 H -1.911 1.130 0.745  0.2346
10 H -0.345 0.582 0.161  0.1910
11 H -1.118 -2.686 -0.658  0.2455
12 H -2.019 -1.523 -1.684  0.2468
13 H -0.350 -1.183 -1.183  0.2165
14 C 2.122 1.597 -1.329  -0.7239
15 C 2.218 0.115 -1.140  0.4287
16 O 2.244 -0.685 -2.071  -0.5200
17 H 1.115 1.931 -1.070  0.2376
18 H 2.338 1.857 -2.368  0.2381
19 H 2.848 2.085 -0.675  0.2308
20 H 2.191 -0.237 -0.096  0.1102

Arrangement b

Molecular formula: C6H12O2
Method: DFT, wB97M-V/def2-TZVPD

Values from the calculation:
Structure (SMILES): C[C@@H](O)C[C@H]1C[C@@H]1O
Gap between HOMO and LUMO: 8.795 eV
Spin multiplicity: 1
Charge: 0
HOMO: -7.9 eV

Each line ends with the natural charge from an NBO analysis.
Geometry (Å):
1 C -2.311 0.265 1.270  -0.6310
2 C -0.928 -0.109 0.752  0.1073
3 O -0.861 -1.497 0.479  -0.7185
4 C -0.521 0.751 -0.484  -0.4317
5 C 0.677 0.071 -1.093  -0.2648
6 C 2.079 0.459 -1.394  -0.4404
7 C 1.980 -0.018 0.001  0.1118
8 O 2.052 -1.233 0.637  -0.6885
9 H -2.546 -0.314 2.160  0.2189
10 H -3.067 0.059 0.512  0.1949
11 H -2.351 1.323 1.518  0.2105
12 H -0.185 0.043 1.540  0.1831
13 H -1.494 -1.690 -0.226  0.4546
14 H -1.362 0.799 -1.183  0.1925
15 H -0.290 1.763 -0.149  0.2130
16 H 0.410 -0.880 -1.543  0.1979
17 H 2.319 1.516 -1.456  0.2162
18 H 2.589 -0.143 -2.137  0.2190
19 H 2.090 0.757 0.752  0.1758
20 H 1.718 -1.922 0.044  0.4793

Short version: arrangement a is the most stable of them.

Arrangement a

Molecular formula: C6H8O2
Method: DFT, wB97M-V/def2-TZVPD

Values from the calculation:
Gap between HOMO and LUMO (alpha / beta): 7.549 / 8.264 eV
Spin multiplicity: 1
Charge: 0
HOMO (alpha / beta): -7.7 / -7.7 eV

Each line ends with the natural charge from an NBO analysis.
Geometry (Å):
1 C 0.925 1.138 0.894  0.1574
2 C 1.550 1.274 -1.188  -0.0810
3 C -1.081 -1.392 -0.963  -0.7168
4 C -0.931 0.012 -0.429  0.5834
5 C -0.111 0.163 0.833  -0.2292
6 C -0.451 -0.566 1.921  -0.3691
7 O 1.316 1.970 -0.078  -0.4262
8 O -1.403 0.974 -0.989  -0.5193
9 H 1.399 1.350 1.846  0.1754
10 H 1.915 0.262 -1.224  0.1597
11 H 1.409 1.776 -2.132  0.1683
12 H -1.580 -1.367 -1.929  0.2365
13 H -0.104 -1.869 -1.052  0.2311
14 H -1.671 -1.991 -0.269  0.2340
15 H -1.289 -1.245 1.915  0.1980
16 H 0.107 -0.490 2.844  0.1978

Arrangement b

Molecular formula: C6H8O2
Method: DFT, wB97M-V/def2-TZVPD

Values from the calculation:
Structure (SMILES): O=CO[C@@H]1C[C@@H]2C[C@@H]21
Gap between HOMO and LUMO: 8.925 eV
Spin multiplicity: 1
Charge: 0
HOMO: -8.6 eV

Each line ends with the natural charge from an NBO analysis.
Geometry (Å):
1 O 1.628 1.156 -0.848  -0.5985
2 C 1.021 2.047 -0.089  0.6588
3 O -0.264 1.911 0.515  -0.4986
4 C -0.702 0.560 0.572  0.0792
5 C -0.015 -0.515 1.448  -0.4633
6 C -0.057 -1.382 0.116  -0.2417
7 C 0.382 -0.756 -1.186  -0.4524
8 C -0.814 -0.356 -0.777  -0.2368
9 H 1.159 3.050 -0.022  0.1466
10 H -2.014 0.434 0.703  0.2138
11 H -0.730 -0.842 2.385  0.2484
12 H 1.080 -0.043 1.572  0.2139
13 H -0.429 -2.378 -0.005  0.2090
14 H 0.378 -1.620 -2.053  0.2019
15 H 1.289 -0.202 -1.321  0.2930
16 H -1.914 -1.066 -1.011  0.2267

Short version: arrangement a is the most stable of them.

Arrangement a

Molecular formula: C6H8O2
Method: DFT, wB97M-V/def2-TZVPD

Values from the calculation:
Gap between HOMO and LUMO: 8.500 eV
Spin multiplicity: 1
Charge: 0
HOMO: -9.0 eV

Each line ends with the natural charge from an NBO analysis.
Geometry (Å):
1 C 0.609 0.996 1.752  0.3791
2 C -0.486 1.074 0.823  -0.3078
3 C 0.227 0.686 -0.535  -0.2455
4 C 0.079 -0.237 -1.843  -0.1178
5 C -0.185 -1.417 0.221  -0.1330
6 C -0.973 -0.248 0.314  -0.1872
7 H 1.952 0.821 1.461  0.2050
8 H -1.063 1.914 1.149  0.2836
9 H 1.148 0.534 -0.281  0.1587
10 H -0.527 0.196 -2.854  0.1967
11 H 0.990 -0.058 -2.398  0.1935
12 H -0.676 -2.401 0.470  0.2104
13 H 0.860 -1.502 0.634  0.2112
14 H -1.857 -0.137 -0.480  0.2613
15 O 0.040 1.406 2.948  -0.5385
16 O -0.136 -1.630 -1.381  -0.5698

Arrangement b

Molecular formula: C6H8O2
Method: DFT, wB97M-V/def2-TZVPD

Values from the calculation:
Gap between HOMO and LUMO (alpha / beta): 7.450 / 7.449 eV
Spin multiplicity: 1
Charge: 0
HOMO (alpha / beta): -8.4 / -8.4 eV

Each line ends with the natural charge from an NBO analysis.
Geometry (Å):
1 C 0.604 -1.146 1.083  -0.1204
2 C 0.290 1.879 0.084  -0.5497
3 C 0.657 0.997 -0.953  -0.0940
4 C -0.742 0.533 0.732  0.7047
5 C -0.230 -0.827 -0.120  -0.1573
6 C -0.857 -1.579 -1.020  -0.3334
7 O 0.067 -0.019 1.813  -0.5234
8 O -1.924 0.821 0.822  -0.6351
9 H 0.382 -2.091 1.585  0.1989
10 H 1.686 -1.053 0.949  0.1739
11 H 1.038 2.129 0.826  0.2407
12 H -0.415 2.668 -0.139  0.2502
13 H 1.618 0.499 -0.978  0.2156
14 H 0.087 0.972 -1.872  0.2175
15 H -0.651 -2.637 -1.144  0.2014
16 H -1.610 -1.145 -1.668  0.2104

Arrangement c

Molecular formula: C6H8O2
Method: DFT, wB97M-V/def2-TZVPD

Values from the calculation:
Structure (SMILES): C=CO/C=C/[C@@H]1CO1
Gap between HOMO and LUMO: 9.557 eV
Spin multiplicity: 1
Charge: 0
HOMO: -8.5 eV

Each line ends with the natural charge from an NBO analysis.
Geometry (Å):
1 C -0.034 2.480 -2.731  -0.4539
2 C 0.329 1.388 -2.031  0.1298
3 O -0.442 1.243 -0.888  -0.4985
4 C -0.246 0.073 -0.187  0.1351
5 C -0.941 -0.307 0.949  -0.3428
6 C -0.446 -1.616 1.489  0.0343
7 C 0.673 -1.697 2.294  -0.1199
8 O 0.891 -2.165 0.955  -0.5066
9 H -0.819 3.039 -2.475  0.2068
10 H 0.637 2.771 -3.517  0.2023
11 H 1.154 0.692 -1.994  0.1946
12 H 0.465 -0.694 -0.560  0.2039
13 H -1.654 0.476 1.510  0.2419
14 H -1.192 -2.394 1.574  0.1931
15 H 1.102 -0.726 2.721  0.1958
16 H 0.523 -2.562 2.891  0.1842

Short version: arrangement c is the most stable of them.

Arrangement a

Molecular formula: C6H8O2
Method: DFT, wB97M-V/def2-TZVPD

Values from the calculation:
Gap between HOMO and LUMO: 10.659 eV
Spin multiplicity: 1
Charge: 0
HOMO: -9.7 eV

Each line ends with the natural charge from an NBO analysis.
Geometry (Å):
1 C 0.713 1.335 0.214  -0.4247
2 C -2.294 0.071 0.077  0.6503
3 C -0.018 -0.979 0.193  0.0862
4 C 0.631 -0.745 -1.066  -0.4354
5 C 1.581 0.101 -0.114  -0.1910
6 C 0.669 0.020 1.070  -0.2507
7 H 1.215 2.106 0.694  0.2060
8 H -0.039 1.894 -0.476  0.2643
9 H -3.275 -0.089 0.537  0.1343
10 H 0.133 -2.027 0.320  0.2068
11 H 0.017 -0.223 -1.802  0.2210
12 H 0.841 -1.536 -1.548  0.1977
13 H 2.630 0.071 -0.341  0.2265
14 H 0.542 -0.087 2.311  0.2516
15 O -1.480 -0.972 0.447  -0.5345
16 O -1.865 1.060 -0.517  -0.6084

Arrangement b

Molecular formula: C6H8O2
Method: DFT, wB97M-V/def2-TZVPD

Values from the calculation:
Gap between HOMO and LUMO: 9.598 eV
Spin multiplicity: 1
Charge: 0
HOMO: -8.6 eV

Each line ends with the natural charge from an NBO analysis.
Geometry (Å):
1 C 3.103 -0.807 -0.160  -0.5386
2 C 2.826 0.476 -0.041  0.0900
3 C 0.580 -0.019 0.510  0.0126
4 C -0.546 -0.265 -0.240  0.0750
5 C -2.858 -0.383 -0.053  0.1287
6 C -2.954 0.940 -0.090  -0.5193
7 H 2.336 -1.713 -0.791  0.2612
8 H 4.206 -1.185 0.324  0.2399
9 H 3.296 1.437 -0.083  0.2127
10 H 0.738 -0.213 1.679  0.2203
11 H -0.572 -0.013 -1.352  0.1885
12 H -3.729 -1.145 0.077  0.2160
13 H -4.103 1.132 0.059  0.2163
14 H -2.202 1.660 0.066  0.2319
15 O 1.495 1.043 -0.030  -0.5280
16 O -1.615 -0.944 0.125  -0.5072

Arrangement c

Molecular formula: C6H8O2
Method: DFT, wB97M-V/def2-TZVPD

Values from the calculation:
Gap between HOMO and LUMO: 8.931 eV
Spin multiplicity: 1
Charge: 0
HOMO: -9.1 eV

Each line ends with the natural charge from an NBO analysis.
Geometry (Å):
1 C -0.916 1.292 -0.280  0.3556
2 C -0.574 0.262 0.487  -0.3181
3 C -0.895 -0.959 -0.129  -0.4245
4 C 0.527 -1.360 -0.751  -0.1208
5 C 0.801 -0.200 0.836  0.1696
6 C 0.341 0.724 1.938  -0.3023
7 H -0.988 2.535 0.084  0.2018
8 H -1.467 -0.638 -1.157  0.3004
9 H -1.511 -2.075 0.219  0.2378
10 H 0.296 -1.346 -1.774  0.2112
11 H 0.760 -2.377 -0.648  0.1842
12 H 0.461 -1.243 1.408  0.1641
13 H 0.132 0.338 3.075  0.2312
14 H 0.412 1.738 1.983  0.2015
15 O -0.761 0.938 -1.694  -0.6350
16 O 1.537 -0.373 -0.282  -0.4567

Short version: arrangement a is the most stable of them.